Entry from the Open Molecules 2025 dataset: one molecule with the formula C5H9NO at a distorted geometry (ωB97M-V with the def2-TZVPD basis set).

XYZ file:
```
16
Properties=species:S:1:pos:R:3:forces:R:3:nbo_charge:R:1
C -1.69586 -1.10944 -0.02440 0.0 0.0 0.0 -0.6124
C -0.56119 -0.23705 -0.52331 0.3 -0.5 0.1 -0.1717
C -0.67932 1.30698 -0.48493 0.1 0.2 -0.2 -0.4568
C 0.69071 1.33405 0.14286 0.6 1.8 -0.9 -0.1295
C 0.71448 -0.08509 0.38139 -2.3 0.1 1.4 -0.2156
N 1.71943 -1.00060 0.51367 1.7 -0.5 -0.5 -0.0743
O 2.89395 -0.26088 0.40102 0.0 -0.6 0.1 -0.5480
H -2.54247 -1.07814 -0.71979 0.1 0.0 0.1 0.2122
H -2.05324 -0.76968 0.95594 0.1 0.0 -0.1 0.2031
H -1.37314 -2.15160 0.07029 -0.1 0.1 0.0 0.2193
H -0.22713 -0.55730 -1.51482 -0.1 0.0 0.1 0.2085
H -0.72377 1.75505 -1.48624 -0.1 0.0 0.2 0.2184
H -1.50918 1.72221 0.10526 0.2 -0.2 0.0 0.2075
H 0.29523 -0.04937 1.43018 -0.2 -0.4 -0.1 0.2554
H 1.46998 2.09715 0.16722 -0.3 -0.3 0.0 0.2044
H 3.58151 -0.91630 0.58567 0.0 0.1 -0.1 0.4795
```
Forces are in eV/Å.

## Properties
Spin multiplicity: 1
Energy above the lowest of the compared OMol25 structures with the same formula, charge and spin: 587.8 kJ/mol
Lowest unoccupied orbital energy (alpha / beta): 0.0275 / 0.0203 hartree
Orbital gap (alpha / beta): 0.3334 / 0.2941 Eh
F_max: 2.7 eV/Å